14
Properties=species:S:1:pos:R:3:forces:R:3:lowdin_charge:R:1 method="wB97M-V/def2-TZVPD" homo_energy_ha="-0.2761 / -0.2815" relative_energy_kcal_mol=99.6 orbital_gap_ev="8.16 / 8.29"
C -0.42223 -0.21897 1.99056 0.0 0.0 0.1 -0.0585
C -0.77277 -0.01259 0.52806 0.3 -0.3 0.1 -0.4355
O -1.60006 1.14983 0.47070 0.0 0.1 -0.3 -0.0342
C 0.49558 0.08622 -0.25953 0.2 0.0 0.9 -0.1084
C 1.31131 -0.15145 -2.46544 0.6 -0.2 -0.5 -0.0312
O 0.38890 -0.01499 -1.55282 -0.9 0.0 -0.5 -0.0825
H 0.09462 0.67702 2.34763 0.0 -0.1 0.1 0.0878
H -1.32217 -0.36583 2.59242 0.1 0.0 -0.1 0.0828
H 0.23656 -1.08461 2.11051 -0.1 0.1 0.0 0.0837
H -1.34855 -0.87843 0.15650 0.1 0.2 0.0 0.1456
H -1.80659 1.30875 -0.45867 0.0 0.1 0.1 0.0894
H 1.48543 0.16681 0.19306 -0.2 -0.1 -0.2 0.1319
H 2.30270 -0.46124 -2.16852 0.1 0.2 0.1 0.0676
H 0.95728 -0.20051 -3.48445 0.0 0.0 0.2 0.0616

14
Properties=species:S:1:pos:R:3:forces:R:3:lowdin_charge:R:1 method="wB97M-V/def2-TZVPD" homo_energy_ha=-0.3082 relative_energy_kcal_mol=140.2 orbital_gap_ev=8.96
C -1.14631 0.44609 -0.96314 -0.2 -0.2 -0.1 0.0592
C 0.03522 0.62179 0.43848 0.2 -0.7 -0.1 -0.5604
O 0.20004 1.88639 0.74208 0.0 0.0 -0.2 -0.0967
C 0.04703 -0.53700 1.38387 0.2 -0.1 0.2 0.0083
C 1.09281 -0.44277 0.28066 0.2 0.2 0.3 -0.2846
O 1.04158 -1.50889 -0.62692 -0.1 0.3 -0.3 -0.0232
H -2.18316 0.51039 -0.64282 0.0 0.0 -0.1 0.0918
H -0.85794 -0.56368 -1.25080 0.1 0.2 0.1 0.0859
H -0.90402 1.11754 -1.80197 -0.3 -0.1 -0.2 0.1081
H -0.60667 1.40405 -0.35743 0.1 0.5 0.2 0.1135
H 0.36845 -0.21252 2.36839 -0.1 -0.1 0.0 0.1178
H -0.58110 -1.42700 1.35721 0.0 0.4 -0.2 0.1228
H 2.08579 -0.08736 0.54127 0.0 -0.1 0.0 0.1516
H 1.40828 -1.20703 -1.46887 0.0 -0.1 0.1 0.1059

14
Properties=species:S:1:pos:R:3:forces:R:3:lowdin_charge:R:1 method="wB97M-V/def2-TZVPD" homo_energy_ha=-0.2968 relative_energy_kcal_mol=109.5 orbital_gap_ev=8.90
C 0.41505 -1.54241 0.75288 0.1 0.1 0.0 -0.0531
C -0.31245 -0.33396 0.13948 0.4 0.1 -0.3 -0.4492
O -0.76125 0.54742 1.15336 -0.1 0.2 0.0 -0.0378
C 0.71797 0.47156 -0.71721 0.8 -0.3 0.1 -0.1392
C -0.84541 1.77253 -1.34466 -0.9 0.5 -0.3 0.0388
O 0.43726 1.87643 -1.11569 -1.7 -1.6 1.0 -0.1078
H -0.27107 -2.14350 1.36514 0.1 0.2 -0.2 0.0812
H 0.82834 -2.20617 -0.01555 -0.1 0.1 0.1 0.0823
H 1.22912 -1.20452 1.40269 -0.1 0.0 -0.1 0.0831
H -1.14995 -0.69750 -0.47733 0.3 0.4 0.1 0.1306
H -1.51580 0.16649 1.61492 0.1 0.0 -0.1 0.1021
H 0.93278 -0.08534 -1.62690 0.3 0.0 0.1 0.1280
H 1.56771 0.65283 -0.07908 0.7 -0.4 0.1 0.1216
H -1.31737 2.73483 -1.10223 0.3 0.8 -0.4 0.0195

14
Properties=species:S:1:pos:R:3:forces:R:3:lowdin_charge:R:1 method="wB97M-V/def2-TZVPD" homo_energy_ha=-0.3206 relative_energy_kcal_mol=116.7 orbital_gap_ev=9.23
C 0.39717 -0.65739 1.65724 0.0 0.1 0.0 -0.0873
C -0.59096 -0.26874 0.63001 0.3 -0.3 0.0 -0.0330
O -0.52631 1.62941 0.08635 0.0 -0.1 0.1 -0.1325
C -0.51840 0.99980 -1.20894 0.0 -0.1 -0.2 -0.1820
C -0.21119 -0.45034 -0.82520 -0.3 0.0 0.0 -0.3753
O 1.12235 -0.83422 -1.11004 0.2 0.2 0.1 -0.0378
H 1.44926 -0.60545 1.35060 -0.2 0.0 0.0 0.0780
H 0.24315 -0.14380 2.60929 0.0 -0.1 -0.1 0.0829
H 0.17823 -1.72439 1.82978 0.0 0.1 0.0 0.1090
H -1.23237 0.91411 0.61581 0.0 0.2 0.0 0.0909
H 0.28159 1.43668 -1.81498 -0.1 -0.1 0.1 0.1238
H -1.47243 1.13120 -1.73509 0.1 0.0 0.1 0.1213
H -0.83372 -1.21150 -1.30840 0.1 0.1 0.1 0.1492
H 1.70399 -0.11863 -0.81800 0.0 -0.2 -0.1 0.0926

14
Properties=species:S:1:pos:R:3:forces:R:3:lowdin_charge:R:1 method="wB97M-V/def2-TZVPD" homo_energy_ha=-0.3742 relative_energy_kcal_mol=49.1 smiles=OCC[C@H]1CO1 orbital_gap_ev=11.24
O 1.91521 1.00804 0.55844 -0.3 0.1 0.0 -0.0599
C 1.69669 -0.23938 -0.06204 -0.1 -0.4 -0.2 -0.2648
C 0.28976 -0.80327 0.17700 0.1 0.2 0.1 -0.1337
C -0.78760 -0.06732 -0.57588 0.1 -0.2 0.2 -0.3181
C -2.00005 0.46414 0.03538 -0.3 0.0 0.1 -0.1032
O -0.95927 1.33501 -0.40788 0.1 0.2 0.0 -0.0470
H 1.14601 1.56382 0.37140 0.1 0.0 0.0 0.0741
H 1.86384 -0.18096 -1.14959 0.1 0.1 0.1 0.1191
H 2.45448 -0.91774 0.34787 -0.2 0.1 -0.1 0.1180
H 0.19988 -1.78755 -0.27650 0.4 -0.5 0.3 0.1165
H 0.09894 -0.88194 1.25807 0.0 0.1 -0.3 0.1277
H -0.86230 -0.40106 -1.60539 -0.1 0.2 -0.2 0.1422
H -2.14857 0.43093 1.11477 0.1 -0.1 -0.2 0.1189
H -2.90964 0.47532 -0.56141 0.1 0.2 0.1 0.1102

14
Properties=species:S:1:pos:R:3:forces:R:3:lowdin_charge:R:1 method="wB97M-V/def2-TZVPD" homo_energy_ha=-0.3624 relative_energy_kcal_mol=52.3 smiles="O=CCO.C=C" orbital_gap_ev=10.83
O -0.98994 -1.93319 -1.42056 -0.1 0.3 0.5 0.0442
C -1.17583 -1.38594 -0.35983 0.1 -0.2 -0.3 -0.2548
C -0.24467 -1.50417 0.83315 0.0 -0.3 -0.1 -0.2433
O -0.30413 -0.37461 1.66394 0.1 0.2 0.0 -0.0736
H -2.06369 -0.74008 -0.18091 0.1 -0.1 -0.1 0.1315
H -0.58061 -2.35659 1.43633 0.0 0.0 -0.1 0.1314
H 0.76541 -1.73868 0.46620 -0.1 0.1 0.1 0.1266
H 0.08325 0.36609 1.17218 -0.1 -0.1 0.2 0.0354
C 0.34873 2.10411 -0.40813 0.1 -0.1 -0.1 -0.0655
C 1.15396 1.11562 -0.79168 -0.1 0.1 0.0 -0.0712
H -0.69910 2.13332 -0.69927 0.2 0.0 0.0 0.0614
H 0.70700 2.92886 0.20358 0.0 -0.1 -0.1 0.0597
H 0.79747 0.29547 -1.41223 0.1 0.2 0.1 0.0535
H 2.20216 1.08979 -0.50276 -0.1 0.0 0.0 0.0646

14
Properties=species:S:1:pos:R:3:forces:R:3:lowdin_charge:R:1 method="wB97M-V/def2-TZVPD" homo_energy_ha=-0.3205 relative_energy_kcal_mol=79.0 orbital_gap_ev=9.55
C 1.20199 0.81725 0.31160 0.0 0.0 0.0 -0.0464
C 0.56331 -0.37379 -0.38614 -0.1 0.4 -0.1 -0.4638
O 1.40281 -1.48929 -0.15896 0.0 -0.3 -0.1 -0.0396
C -0.88088 -0.62744 0.12090 0.0 0.0 0.0 -0.1907
C -1.81068 0.13295 -0.79047 0.1 0.1 0.4 -0.0870
O -2.23495 1.23677 -0.23317 0.0 -0.1 0.0 0.0087
H 1.38787 0.57869 1.36475 -0.1 0.0 -0.1 0.0892
H 0.55026 1.69690 0.25905 0.1 -0.1 0.0 0.0770
H 2.15689 1.06931 -0.15720 -0.1 0.0 0.1 0.0840
H 1.14176 -2.18055 -0.78054 0.1 0.0 0.2 0.0970
H -1.09676 -1.69780 0.02729 0.0 0.2 -0.1 0.1117
H -0.96133 -0.35857 1.19347 0.0 0.0 -0.2 0.1150
H 0.50433 -0.16266 -1.46503 0.0 -0.1 0.2 0.1370
H -1.92462 1.35824 0.69444 0.0 -0.1 -0.1 0.1079

14
Properties=species:S:1:pos:R:3:forces:R:3:lowdin_charge:R:1 method="wB97M-V/def2-TZVPD" homo_energy_ha=-0.3337 relative_energy_kcal_mol=92.7 orbital_gap_ev=9.49
C 1.17206 -1.15291 -1.25053 -1.2 -0.6 -0.2 0.0380
C -0.56274 -0.25641 -0.63086 1.4 -0.1 -0.6 -0.1698
O -1.92688 -0.53003 -0.32179 1.1 -0.9 -0.2 -0.0268
C 0.19105 0.53074 0.36192 0.9 0.4 0.2 -0.4543
O 1.40013 0.54613 0.22970 0.0 1.1 1.1 0.0168
C -0.40518 1.29203 1.50534 -0.2 0.1 0.1 -0.0026
H 2.10629 -0.58712 -1.49311 -1.5 0.1 0.3 0.0610
H 0.76799 -1.55728 -2.15801 -0.1 -0.8 -0.3 0.0161
H 1.43606 -1.86897 -0.47448 -0.3 -0.1 -0.2 0.0406
H -0.61875 0.20685 -1.60349 0.0 0.7 0.0 0.1221
H -2.04317 -1.09969 0.45056 0.3 0.1 -0.1 0.0979
H 0.00542 2.30325 1.43432 -0.2 -0.1 0.1 0.0938
H -0.02875 0.86124 2.43970 -0.1 0.1 -0.1 0.0932
H -1.49353 1.31214 1.51074 0.0 0.0 0.0 0.0739

14
Properties=species:S:1:pos:R:3:forces:R:3:lowdin_charge:R:1 method="wB97M-V/def2-TZVPD" homo_energy_ha=-0.3647 relative_energy_kcal_mol=18.0 smiles="CC(=O)CCO" orbital_gap_ev=10.79
C 0.04663 0.00884 -2.11947 0.0 0.0 -0.1 -0.0140
C 0.01738 -0.43952 -0.67655 -0.1 -0.3 0.0 -0.4252
O -0.31560 -1.57756 -0.39269 0.1 0.5 -0.1 0.0665
C 0.38197 0.56413 0.40054 0.0 0.0 0.1 -0.1141
C -0.32287 0.26475 1.72623 -0.1 0.4 -0.1 -0.2752
O 0.08669 -0.95970 2.27907 -0.1 -0.2 -0.1 -0.0657
H -0.97735 0.27839 -2.40655 0.1 0.0 0.1 0.0956
H 0.68352 0.88307 -2.27995 -0.1 -0.1 0.1 0.0798
H 0.36185 -0.81914 -2.75817 0.0 0.1 0.1 0.0868
H 1.46906 0.49496 0.55238 -0.1 0.0 -0.1 0.1373
H 0.17422 1.58553 0.05732 0.0 -0.2 0.0 0.1201
H -1.41350 0.29399 1.56523 0.2 0.0 0.0 0.1228
H -0.08090 1.04448 2.45519 0.0 -0.1 -0.1 0.1178
H -0.11110 -1.62222 1.59743 0.1 0.0 0.2 0.0674

14
Properties=species:S:1:pos:R:3:forces:R:3:lowdin_charge:R:1 method="wB97M-V/def2-TZVPD" homo_energy_ha=-0.3635 relative_energy_kcal_mol=50.9 smiles=O[C@@H]1CC[C@@H]1O orbital_gap_ev=10.80
O 2.04137 -0.02079 0.53430 0.0 0.1 0.4 -0.0107
C 0.97115 -0.05975 -0.35895 -0.1 0.3 -0.3 -0.3729
C 0.12462 1.17833 -0.19514 0.0 0.4 0.6 -0.1248
C -1.14009 0.29646 -0.39088 -0.2 0.2 0.3 -0.1000
C -0.27435 -0.96905 -0.11337 0.0 0.1 -0.3 -0.3150
O -0.35982 -1.40491 1.22341 -0.1 -0.2 0.1 -0.0174
H 1.70128 0.63211 1.18928 1.0 -1.0 -0.3 0.0894
H 1.25634 -0.14891 -1.41326 0.5 -0.3 0.3 0.1531
H 0.33482 2.03529 -0.84292 -0.2 -0.2 0.1 0.1109
H 0.36044 1.47720 0.88710 -1.3 0.1 -1.3 0.1327
H -1.62544 0.31119 -1.37866 0.4 0.2 0.3 0.1114
H -1.88662 0.48245 0.37484 -0.3 -0.2 0.0 0.1020
H -0.37637 -1.82022 -0.80657 0.0 0.3 0.1 0.1417
H -1.12733 -1.98941 1.29082 0.2 0.2 0.1 0.0997